[1]
ORCA calculation (the ωB97M-V functional and the def2-TZVPD basis) on one molecule with the formula C2H3ClNOP in a non-equilibrium geometry.

## Properties
LUMO energy (alpha / beta), eV: -0.786 / -0.694
Molecular weight, g/mol: 123.479
Frontier orbital gap (alpha / beta), eV: 7.3 / 8.6
ΔE to the lowest compared entry with this formula, charge and spin, kcal per mole: 71.53

The geometry in ORCA input format:
```
! wB97M-V def2-TZVPD RIJCOSX def2/J DEFGRID3
* xyz 0 1
C 0.1450 -1.3253 -0.2094
C 0.3670 0.0165 -0.8774
N 1.0508 -2.0506 0.1235
O 1.5430 0.6396 -0.4733
P 2.9752 -0.2756 -0.7066
Cl 4.0587 0.4394 0.8233
H -0.9235 -1.5654 -0.2613
H 0.3441 -0.2223 -1.8464
H -0.3975 0.7159 -0.8372
*
```

[2]
ORCA calculation (the ωB97M-V functional and the def2-TZVPD basis) on C7H6NO6Pd as an isolated structure in a non-equilibrium geometry.

## Properties
LUMO energy (alpha / beta), eV: -4.010 / -5.809
Molecular weight, g/mol: 306.546
<S²>: 2.014
Frontier orbital gap (alpha / beta), eV: 7.7 / 8.6

The geometry in ORCA input format:
```
! wB97M-V def2-TZVPD RIJCOSX def2/J DEFGRID3
* xyz 1 3
O 3.7985 -1.6520 2.1033
C 3.2338 -1.2417 1.1831
Pd 0.6021 1.1430 -0.6687
C -1.1026 2.0831 -1.3623
O -1.9855 2.8245 -1.5401
C 1.8931 2.4570 -1.6440
O 2.5551 3.2278 -2.2423
C 1.0223 -0.4290 -2.0043
O 1.4505 -1.1588 -2.7873
C 0.9214 2.0502 1.1782
O 0.9965 2.6671 2.1452
H 2.3152 1.5158 -0.8902
C -1.9910 -1.9116 1.7283
C -1.2480 -1.1532 0.6533
N -1.8074 -1.1698 -0.5641
O -0.1746 -0.5116 0.8233
H -2.8670 -2.4398 1.3202
H -2.3243 -1.1890 2.4824
H -1.3171 -2.6368 2.1984
H -1.3307 -0.7690 -1.3629
H -2.6403 -1.7063 -0.7496
*
```

[3]
ORCA calculation (the ωB97M-V functional and the def2-TZVPD basis) on C2H6N4S2 as an isolated structure in a non-equilibrium geometry.

## Properties
LUMO energy, eV: -0.077
Molecular weight, g/mol: 150.232
Frontier orbital gap, eV: 7.8
ΔE to the lowest compared entry with this formula, charge and spin, kcal per mole: 133.73

The geometry in ORCA input format:
```
! wB97M-V def2-TZVPD RIJCOSX def2/J DEFGRID3
* xyz 0 1
C -1.2104 -0.8688 1.3664
C 0.0660 1.3937 -0.9349
H 0.2202 -2.0059 0.3957
H -0.0979 -2.4698 2.3581
H -1.3468 1.2391 0.9422
H -0.4478 2.2318 -0.5746
H 1.5204 2.0636 -2.4367
H 2.5776 -0.3676 -0.9323
N -0.4885 -1.8727 1.1783
N -1.2887 0.0731 0.3970
N -0.2770 0.1206 -0.5256
N 0.9102 1.3155 -2.0413
S -1.9033 -0.5650 2.9530
S 1.7660 -0.2877 -2.1451
*
```

> molecular weight of number 2 (C7H6NO6Pd)?

306.546 g/mol

> Which formula does entry 2 have?

C7H6NO6Pd